Entry 1:
Density functional theory data (ωB97M-V/def2-TZVPD) for a structure of composition C30H30BrF5N2O3PS2Ti.

```
75
Properties=species:S:1:pos:R:3:lowdin_spin:R:1
Ti 1.16 -1.29 -0.04 0.95
Br 1.62 -0.84 -7.52 0.00
C 1.63 -1.23 -5.67 0.00
C 1.60 -2.56 -5.24 0.00
C 1.59 -2.85 -3.90 0.00
C 1.58 -1.83 -2.94 0.00
O 1.55 -2.14 -1.66 -0.01
C 1.66 -0.49 -3.38 0.00
C 1.89 0.59 -2.45 0.02
N 1.84 0.46 -1.18 0.00
C 2.28 1.50 -0.33 0.00
C 2.25 2.83 -0.60 0.00
C 2.76 3.76 0.33 0.00
C 3.29 3.34 1.52 0.00
C 3.30 1.97 1.85 0.00
C 3.81 1.45 3.06 0.00
C 3.76 0.11 3.30 0.00
C 3.16 -0.74 2.35 0.00
N 2.68 -0.29 1.21 0.00
C 2.77 1.04 0.93 0.00
C 1.68 -0.21 -4.75 0.00
H 1.59 -3.35 -5.98 0.00
H 1.56 -3.87 -3.55 0.00
H 2.22 1.53 -2.89 0.00
H 1.79 3.19 -1.52 0.00
H 2.72 4.82 0.10 0.00
H 3.69 4.05 2.23 0.00
H 4.23 2.14 3.78 0.00
H 4.14 -0.31 4.22 0.00
H 3.07 -1.80 2.54 0.00
H 1.74 0.82 -5.08 0.00
C -2.28 -1.28 -3.22 0.00
C -2.77 -1.40 -1.92 0.00
C -2.67 -2.61 -1.25 0.00
C -2.07 -3.70 -1.87 0.00
C -1.60 -3.58 -3.17 0.00
C -1.70 -2.37 -3.85 0.00
H -2.34 -0.32 -3.73 0.00
H -3.21 -0.54 -1.44 0.00
H -3.04 -2.70 -0.23 0.00
H -1.97 -4.64 -1.34 0.00
H -1.14 -4.43 -3.66 0.00
H -1.32 -2.27 -4.85 0.00
F 2.39 -3.59 1.33 0.01
C 1.05 -3.23 1.09 0.01
F 0.55 -4.25 0.29 0.00
C 0.37 -3.44 2.44 0.00
F -0.96 -3.31 2.34 0.00
F 0.62 -4.64 2.99 0.00
F 0.80 -2.51 3.32 0.00
C -4.11 0.02 1.56 0.00
C -3.88 1.50 1.37 0.00
C -4.46 2.04 0.08 0.00
O -2.48 1.86 1.54 0.00
P -1.19 1.54 0.67 0.00
S -1.23 2.07 -1.19 0.00
S -0.81 -0.46 1.02 0.00
O -0.11 2.40 1.48 0.00
C -0.03 2.68 2.90 0.00
C -1.00 3.77 3.31 0.00
C -0.13 1.44 3.76 0.00
H -5.19 -0.16 1.60 0.00
H -3.66 -0.34 2.49 0.00
H -3.70 -0.56 0.74 0.00
H -4.35 2.03 2.21 0.00
H -4.08 1.49 -0.79 0.00
H -4.20 3.09 -0.05 0.00
H -5.54 1.94 0.11 0.00
H 0.99 3.08 2.99 0.00
H -2.02 3.40 3.34 0.00
H -0.95 4.60 2.60 0.00
H -0.72 4.15 4.30 0.00
H -1.12 1.00 3.71 0.00
H 0.07 1.71 4.80 0.00
H 0.60 0.68 3.46 0.00
```

Results
Highest occupied orbital energy (spin up / spin down) = -0.297 / -0.302 hartree
Spin multiplicity = 2
Relative energy (zero: lowest compared OMol25 entry of this formula, charge and spin) = 0.0 kcal/mol
Expectation value of S² = 0.7536
Gap between HOMO and LUMO (spin up / spin down) = 6.9 / 7.1 eV

***

Entry 2:
Density functional theory data (ωB97M-V/def2-TZVPD) for a structure of composition C30H30FIN6O8RuS2 at a distorted geometry.

```
79
Properties=species:S:1:pos:R:3:lowdin_spin:R:1
Ru -1.41 -2.57 -0.22 0.85
C -1.24 -6.42 0.21 0.00
C -2.29 -5.65 -0.50 0.00
N -2.39 -4.34 -0.61 0.00
C -3.50 -4.07 -1.39 0.00
C -4.10 -5.24 -1.72 0.00
N -3.33 -6.22 -1.15 0.00
C -5.30 -5.63 -2.52 0.00
O -5.97 -4.66 -3.08 0.00
O -5.58 -6.80 -2.60 0.00
C -3.78 -2.67 -1.78 0.00
O -4.75 -2.41 -2.49 0.00
O -2.93 -1.82 -1.34 0.00
H -0.31 -5.84 0.23 0.00
H -1.05 -7.36 -0.31 0.00
H -1.54 -6.64 1.23 0.00
H -3.54 -7.20 -1.25 0.00
H -5.57 -3.76 -2.89 0.00
F -0.81 3.85 1.78 0.00
C -0.12 3.29 0.76 0.00
C -0.36 1.98 0.48 0.00
C 0.30 1.36 -0.57 0.00
C 0.05 -0.06 -0.84 0.00
O -0.62 -0.69 -0.01 0.00
C 0.65 -0.60 -2.02 0.00
C 1.50 0.20 -2.73 0.00
N 1.83 1.47 -2.41 0.00
C 2.80 2.17 -3.22 0.00
C 4.12 2.52 -2.57 0.00
C 4.05 1.46 -3.63 0.00
C 1.20 2.09 -1.34 0.00
C 1.46 3.43 -1.02 0.00
C 0.81 4.06 0.04 0.00
N 1.16 5.39 0.39 0.00
C 1.52 6.33 -0.67 0.00
C 2.71 7.14 -0.17 0.00
N 2.54 7.36 1.31 0.00
C 1.09 7.47 1.67 0.00
C 0.46 6.08 1.47 0.00
C 0.41 -1.99 -2.57 0.01
O 1.00 -2.30 -3.59 0.01
O -0.43 -2.76 -1.95 0.05
H -1.09 1.42 1.07 0.00
H 1.94 -0.21 -3.63 0.00
H 2.37 2.88 -3.91 0.00
H 4.25 2.21 -1.55 0.00
H 4.58 3.47 -2.82 0.00
H 4.19 0.43 -3.32 0.00
H 4.45 1.69 -4.60 0.00
H 2.19 3.96 -1.61 0.00
H 0.68 6.98 -0.91 0.00
H 1.80 5.83 -1.58 0.00
H 2.78 8.11 -0.66 0.00
H 3.65 6.61 -0.31 0.00
H 3.06 8.18 1.62 0.00
H 2.92 6.55 1.80 0.00
H 0.66 8.23 1.02 0.00
H 0.99 7.79 2.70 0.00
H -0.61 6.21 1.29 0.00
H 0.57 5.51 2.39 0.00
I 0.19 -4.97 4.95 0.00
C 0.78 -4.21 3.11 0.00
C 2.11 -4.09 2.77 0.00
C 2.43 -3.57 1.53 0.00
C 1.41 -3.17 0.68 0.00
N 0.12 -3.28 1.02 0.00
C -0.19 -3.80 2.22 0.00
H 2.89 -4.41 3.45 0.00
H 3.46 -3.46 1.21 0.00
H 1.61 -2.77 -0.30 0.00
H -1.25 -3.87 2.44 0.00
C -2.91 -1.87 5.29 0.00
O -3.20 -2.29 3.95 0.00
C -2.55 -1.74 2.93 0.01
S -1.36 -0.60 3.11 0.01
S -3.13 -2.36 1.42 0.05
H -3.35 -2.63 5.93 0.00
H -3.37 -0.90 5.48 0.00
H -1.84 -1.79 5.44 0.00
```

Results
Highest occupied orbital energy (spin up / spin down) = -0.345 / -0.347 hartree
Spin multiplicity = 2
Relative energy (zero: lowest compared OMol25 entry of this formula, charge and spin) = 11.1 kcal/mol
Total charge = +1
Expectation value of S² = 0.7548
Gap between HOMO and LUMO (spin up / spin down) = 6.0 / 6.0 eV

***

Entry 3:
Density functional theory data (ωB97M-V/def2-TZVPD) for a structure of composition C30H30FIN6O8RuS2.

```
79
Properties=species:S:1:pos:R:3:lowdin_spin:R:1
Ru 0.96 0.15 0.53 0.76
C 4.38 -1.25 -0.05 0.00
C 4.02 -0.43 1.13 0.00
N 2.83 0.10 1.36 0.00
C 2.91 0.84 2.50 0.00
C 4.17 0.75 3.01 0.00
N 4.85 -0.05 2.13 0.00
C 4.85 1.29 4.21 0.00
O 4.13 2.05 5.01 0.00
O 6.01 1.01 4.40 0.00
C 1.70 1.60 2.91 0.00
O 1.68 2.24 3.96 0.00
O 0.73 1.51 2.06 0.00
H 3.47 -1.61 -0.52 0.00
H 5.02 -2.09 0.24 0.00
H 4.92 -0.64 -0.78 0.00
H 5.82 -0.28 2.24 0.00
H 3.19 2.16 4.67 0.00
F -2.15 -1.82 6.08 0.00
C -2.14 -2.47 4.90 0.00
C -1.28 -2.05 3.93 0.00
C -1.21 -2.74 2.71 0.00
C -0.29 -2.23 1.69 0.00
O 0.46 -1.28 1.99 0.01
C -0.32 -2.89 0.44 0.00
C -1.12 -3.99 0.31 0.00
N -1.95 -4.50 1.25 0.00
C -2.62 -5.74 0.87 0.00
C -2.95 -6.86 1.79 0.00
C -4.05 -6.07 1.13 0.00
C -2.04 -3.85 2.48 0.00
C -2.95 -4.21 3.48 0.00
C -3.01 -3.55 4.69 0.00
N -3.96 -3.98 5.66 0.00
C -4.42 -3.07 6.70 0.00
C -5.63 -3.72 7.39 0.00
N -6.24 -4.70 6.44 0.00
C -5.33 -5.88 6.22 0.00
C -3.89 -5.35 6.14 0.00
C 0.53 -2.54 -0.78 0.00
O 0.52 -3.34 -1.71 0.00
O 1.18 -1.44 -0.78 0.01
H -0.62 -1.21 4.09 0.00
H -1.07 -4.51 -0.64 0.00
H -2.25 -6.04 -0.10 0.00
H -2.77 -6.73 2.85 0.00
H -2.74 -7.86 1.43 0.00
H -4.65 -5.39 1.72 0.00
H -4.59 -6.53 0.31 0.00
H -3.65 -5.01 3.33 0.00
H -4.70 -2.12 6.25 0.00
H -3.66 -2.86 7.47 0.00
H -6.38 -2.99 7.68 0.00
H -5.35 -4.29 8.27 0.00
H -6.36 -4.23 5.54 0.00
H -7.16 -5.01 6.75 0.00
H -5.64 -6.36 5.30 0.00
H -5.47 -6.57 7.06 0.00
H -3.31 -5.97 5.45 0.00
H -3.40 -5.40 7.11 0.00
I -4.25 2.86 1.25 0.00
C -3.10 1.56 0.11 0.00
C -3.59 1.02 -1.07 0.00
C -2.78 0.17 -1.78 0.00
C -1.52 -0.14 -1.30 0.00
N -1.05 0.38 -0.16 0.00
C -1.83 1.23 0.54 0.00
H -4.58 1.29 -1.43 0.00
H -3.11 -0.26 -2.72 0.00
H -0.85 -0.78 -1.85 0.00
H -1.40 1.64 1.45 0.00
C 2.55 -0.72 -3.84 0.00
O 2.56 0.16 -2.70 0.01
C 1.53 0.96 -2.52 0.01
S 0.34 1.22 -3.60 0.01
S 1.64 1.77 -0.95 0.17
H 3.44 -1.33 -3.73 0.00
H 2.57 -0.14 -4.76 0.00
H 1.66 -1.34 -3.81 0.00
```

Results
Highest occupied orbital energy (spin up / spin down) = -0.339 / -0.340 hartree
Spin multiplicity = 2
Relative energy (zero: lowest compared OMol25 entry of this formula, charge and spin) = 11.4 kcal/mol
Total charge = +1
Expectation value of S² = 0.7564
Gap between HOMO and LUMO (spin up / spin down) = 5.7 / 5.7 eV